Record 1
Density functional theory data (ωB97M-V/def2-TZVPD) for C41H102CuN7O16 as an isolated structure in a non-equilibrium geometry.

XYZ file:
```
167
Properties=species:S:1:pos:R:3:lowdin_spin:R:1
Cu -2.4430 -3.0516 1.8216 0.4922
O 1.1587 -1.3981 0.9292 0.0083
C -0.0766 -1.9077 1.0699 0.0169
O -0.3743 -3.0772 0.7608 0.1943
O -0.9928 -1.3666 1.6848 0.2602
H 1.6053 -2.1720 0.5782 0.0019
C 2.3740 -4.1730 -0.8906 0.0012
O 2.8303 -3.1191 0.0051 0.0000
C 3.4126 -3.5727 1.1828 0.0000
C 4.3990 -2.4928 1.8688 0.0000
N 3.6781 -1.2808 2.2525 0.0000
C 4.6615 -0.2091 2.6138 0.0000
C 5.4608 -0.5137 3.9517 0.0000
O 6.2126 0.6819 4.1961 0.0000
C 7.0204 0.5650 5.4144 0.0000
H 1.7023 -4.8593 -0.3750 0.0005
H 3.2285 -4.7474 -1.2483 0.0002
H 1.7129 -3.9317 -1.7229 0.0001
H 3.9941 -4.4470 0.8902 0.0000
H 2.6170 -3.8629 1.8690 0.0000
H 5.2270 -2.3017 1.1861 0.0000
H 4.8068 -2.9932 2.7470 0.0000
H 2.8443 -1.1071 1.7097 -0.0001
H 4.0045 0.6440 2.7826 0.0000
H 5.2479 0.0130 1.7222 0.0000
H 6.1052 -1.3842 3.8290 0.0000
H 4.8661 -0.5975 4.8613 0.0000
H 7.8479 1.2714 5.3484 0.0000
H 7.4660 -0.4117 5.6029 0.0000
H 6.3892 0.7020 6.2924 0.0000
C -1.2882 -2.0372 -2.6011 0.0000
O -0.9248 -2.1262 -3.9983 0.0005
C -1.4122 -1.0215 -4.8250 0.0009
C -1.0759 -1.2884 -6.2912 0.0005
N -1.7802 -2.5455 -6.6943 0.0010
C -1.0590 -2.9919 -7.8629 0.0001
C -1.6126 -4.2822 -8.4620 0.0000
O -1.0943 -5.3845 -7.7104 0.0000
C 0.2284 -5.6751 -7.8424 0.0000
H -0.9289 -2.9210 -2.0740 0.0000
H -2.3744 -2.0510 -2.5111 0.0000
H -0.9035 -1.1358 -2.1240 0.0000
H -0.9201 -0.0927 -4.5363 0.0006
H -2.4834 -0.8430 -4.7315 0.0002
H 0.0017 -1.4261 -6.3802 0.0004
H -1.4304 -0.4912 -6.9445 0.0000
H -1.7669 -3.2528 -5.9734 0.0000
H 0.0079 -3.0987 -7.6669 0.0000
H -1.1612 -2.2179 -8.6235 0.0000
H -1.3269 -4.3505 -9.5117 0.0000
H -2.6979 -4.3380 -8.3778 0.0000
H 0.6005 -6.1697 -6.9452 0.0000
H 0.8859 -4.8327 -8.0574 0.0000
H 0.3284 -6.2142 -8.7844 0.0000
C -1.2238 -6.1863 1.1735 0.0004
O -1.8893 -5.2969 2.1312 0.0058
C -1.7472 -5.6735 3.4429 0.0001
C -2.4643 -4.6373 4.2874 0.0014
N -1.9074 -3.3468 4.0542 0.0076
C -2.6098 -2.3538 4.8463 0.0002
C -3.8981 -1.7642 4.2904 0.0001
O -3.7637 -1.5003 2.8827 0.0043
C -4.7533 -0.6002 2.4474 0.0004
H -1.4095 -7.2266 1.4409 0.0003
H -0.1487 -6.0110 1.2128 -0.0001
H -1.5512 -5.9645 0.1577 0.0000
H -0.6910 -5.7122 3.7092 0.0002
H -2.2596 -6.6184 3.6238 0.0000
H -2.5408 -4.8420 5.3553 0.0006
H -3.5053 -4.6940 3.9691 0.0003
H -0.9831 -3.3516 4.4613 0.0002
H -1.8659 -1.5627 4.9410 0.0000
H -2.8556 -2.7322 5.8385 0.0002
H -4.2104 -0.8758 4.8394 0.0002
H -4.6664 -2.5326 4.3764 0.0000
H -4.6293 -0.4688 1.3725 -0.0001
H -4.6659 0.3585 2.9587 0.0003
H -5.7453 -0.9741 2.7009 0.0000
C -6.3970 4.1234 -4.1257 0.0000
O -5.1675 3.4400 -3.8523 0.0000
C -4.1869 3.3067 -4.9018 0.0000
C -2.9217 2.7141 -4.3524 0.0002
N -2.3124 3.7884 -3.5805 0.0012
C -0.9654 3.5828 -3.0686 0.0019
C -0.8644 2.4362 -2.0022 0.0045
O -1.8553 2.6787 -0.9898 0.0024
C -2.3959 1.4668 -0.4202 0.0002
H -6.3103 5.0711 -4.6572 0.0000
H -6.7070 4.4347 -3.1281 0.0000
H -7.2032 3.5756 -4.6136 0.0000
H -4.0196 4.2179 -5.4760 0.0000
H -4.6897 2.6019 -5.5641 0.0000
H -2.2639 2.2969 -5.1149 0.0001
H -3.2464 1.8113 -3.8351 0.0001
H -2.8637 3.7862 -2.7342 0.0003
H -0.4796 4.4552 -2.6317 0.0000
H -0.3332 3.4429 -3.9454 0.0009
H 0.1410 2.4227 -1.5815 0.0013
H -1.0194 1.5169 -2.5671 0.0019
H -1.5171 0.8949 -0.1222 0.0002
H -2.9986 0.9805 -1.1873 0.0000
H -3.0332 1.6024 0.4536 0.0000
C 0.6077 9.9885 2.3398 0.0000
O -0.3335 9.0075 2.6676 0.0000
C -1.2400 8.6358 1.6610 0.0000
C -2.0935 7.5077 2.1882 0.0000
N -1.3693 6.2473 2.3783 0.0000
C -2.1573 5.1962 3.0185 0.0000
C -1.3420 3.8734 2.9505 0.0000
O -2.1752 2.9243 3.6420 0.0005
C -1.6251 1.5558 3.6847 0.0005
H 1.2072 10.2296 3.2176 0.0000
H 0.2200 10.8175 1.7477 0.0000
H 1.3366 9.5766 1.6418 0.0000
H -0.7723 8.4741 0.6898 0.0000
H -1.7792 9.5737 1.5276 0.0000
H -2.9717 7.3570 1.5603 0.0000
H -2.3677 7.8616 3.1821 0.0000
H -0.4191 6.2771 2.7195 0.0000
H -3.0892 5.0816 2.4648 0.0000
H -2.2815 5.4503 4.0712 0.0000
H -0.4430 3.8177 3.5643 0.0000
H -1.1788 3.4596 1.9554 0.0000
H -2.3894 0.8273 3.9554 0.0000
H -0.7613 1.4488 4.3409 0.0000
H -1.2619 1.3130 2.6861 0.0006
C 0.9868 4.2620 -6.2754 0.0004
O 1.5880 3.2358 -5.5086 0.0027
C 1.0663 1.9294 -5.8849 0.0111
C 1.8608 0.8480 -5.1213 0.0927
N 1.8266 1.0993 -3.7060 0.6866
C 2.6669 0.2718 -2.7996 0.0641
C 2.2137 0.5298 -1.3493 0.0077
O 2.6295 1.8514 -1.0194 0.0016
C 2.2650 2.1549 0.3366 0.0002
H 0.0250 4.5540 -5.8538 0.0000
H 0.7404 3.9153 -7.2789 0.0000
H 1.6352 5.1349 -6.3520 0.0000
H 1.2263 1.7102 -6.9406 -0.0005
H -0.0006 1.8331 -5.6836 0.0011
H 2.8775 1.0552 -5.4552 0.0517
H 1.5775 -0.1750 -5.3690 0.0084
H 1.9420 2.0876 -3.5327 0.0160
H 3.7186 0.3952 -3.0579 0.0310
H 2.3815 -0.7571 -3.0191 0.0056
H 2.7549 -0.1267 -0.6680 0.0004
H 1.1596 0.3509 -1.1373 -0.0003
H 2.6401 3.1266 0.6578 0.0000
H 2.5374 1.3094 0.9683 0.0000
H 1.1837 2.2202 0.4577 0.0000
C 1.2135 -1.4256 4.7617 0.0001
C 1.7607 -2.8551 5.0683 0.0000
C 2.7949 -2.8325 6.2731 0.0000
O 3.5856 -3.9984 6.2390 0.0000
C 4.7099 -3.8778 7.1046 0.0000
N 0.5993 -3.7371 5.2504 0.0004
H 1.9907 -0.8474 4.2619 0.0000
H 0.7509 -0.9457 5.6241 0.0000
H 0.3202 -1.4592 4.1381 0.0001
H 2.3173 -3.1491 4.1784 0.0000
H 2.2653 -2.7887 7.2247 0.0000
H 3.3030 -1.8733 6.1737 0.0000
H 5.3114 -4.7868 7.1023 0.0000
H 4.3867 -3.6763 8.1259 0.0000
H 5.3842 -3.0889 6.7713 0.0000
H 1.0454 -4.6377 5.3507 0.0000
H 0.2346 -3.5303 6.1692 0.0000
```

The total energy is -4849.974006 Eh. For the molecular weight, the calculation gives 1012.846 u. The value obtained for the LUMO energy (alpha / beta) is -4.98 / -8.75 eV. Its spin multiplicity is 3. The charge is +2.

Record 2
Density functional theory data (ωB97M-V/def2-TZVPD) for a 4-piece molecular cluster, C43H85ClF3N3O17P2S overall in a non-equilibrium geometry.

XYZ file:
```
155
Properties=species:S:1:pos:R:3:lowdin_charge:R:1
C 1.2777 5.0245 -0.3403 -0.0989
C 2.0759 3.7101 0.0665 -0.2362
C 1.0691 2.6064 0.5597 -0.1774
C 0.4787 1.8836 -0.7308 -0.2079
N 1.2621 0.6604 -0.9378 0.0215
C 0.6414 -0.2949 -1.9104 -0.4086
C 1.8850 -0.9250 -2.6539 -0.0832
C 2.8140 0.1968 -3.2763 -0.0946
C 4.2502 0.1788 -2.6980 -0.4961
O 5.1825 0.0297 -3.4267 0.1153
O 4.4946 0.3634 -1.3470 0.0507
C -0.1535 -1.3599 -1.0406 -0.0411
O 0.4748 -2.6531 -1.1589 0.0363
C 0.1226 -3.5050 -0.1590 -0.6556
F 0.3987 -3.0579 1.0802 0.1639
F 0.8724 -4.6332 -0.3278 0.1384
F -1.1673 -3.8881 -0.3121 0.1594
O -0.1914 0.4930 -2.7459 -0.1230
C -0.7441 -0.2678 -3.8083 -0.5577
Cl 0.1722 0.2394 -5.2940 0.6874
C -2.3562 0.0322 -3.8672 -0.5140
C -2.9550 -1.4221 -4.0913 -0.2028
O -3.2632 -2.0402 -2.8582 -0.1688
O -3.5346 -3.3626 -3.2045 -0.0040
O -2.6011 0.6133 -2.6163 -0.1173
C -3.8084 1.2797 -2.2853 -0.4679
C -3.7729 1.4167 -0.6778 -0.1287
C -3.0695 0.2116 0.0298 -0.1678
C -3.9029 -0.0981 1.3564 -0.1795
C -2.9546 -0.2793 2.6050 -0.1590
C -2.1250 -1.6059 2.4602 -0.2291
O -2.8326 -2.6494 1.7978 -0.2321
C -3.7960 -3.2845 2.6446 -0.0948
P -5.4628 0.4171 -2.5901 0.8252
N -5.6809 -0.7245 -1.4867 -0.2902
C -3.7408 2.7815 -2.7421 -0.1953
C -4.9056 3.5643 -3.1414 -0.0516
C -4.6498 4.9221 -3.4889 -0.1568
N -3.4960 5.5950 -3.5436 0.0483
C -2.4137 4.8943 -3.1802 -0.1285
C -2.5261 3.5309 -2.7704 -0.0344
P -2.6776 0.9787 -5.4561 0.4110
S -4.5170 1.4962 -5.8441 0.1684
H 1.4619 5.1972 -1.4292 0.0686
H 0.1782 4.9093 -0.2256 0.0652
H 1.6726 5.8935 0.2248 0.0702
H 2.5403 3.3169 -0.8687 0.0938
H 2.8181 3.9031 0.8691 0.0884
H 0.1916 3.1106 1.0415 0.1031
H 1.4933 1.8888 1.2967 0.1046
H -0.6068 1.7283 -0.5239 0.0969
H 0.5894 2.6312 -1.5515 0.1120
H 1.4794 0.1859 -0.0669 0.1192
H 1.6002 -1.7114 -3.3871 0.1209
H 2.5193 -1.4439 -1.8920 0.1246
H 2.9218 -0.0667 -4.3553 0.1028
H 2.3388 1.2035 -3.2662 0.1185
H 3.8903 1.0865 -1.0803 0.0986
H -1.1928 -1.4318 -1.4615 0.1261
H -0.2848 -1.0074 0.0055 0.1187
H -0.5629 -1.3507 -3.6636 0.1161
H -2.2516 -2.0697 -4.6793 0.1414
H -3.8669 -1.3399 -4.7470 0.1030
H -3.2302 -3.9246 -2.4703 0.1177
H -3.1819 2.3309 -0.4325 0.1212
H -4.8319 1.5489 -0.3542 0.1028
H -2.0351 0.4167 0.3777 0.0836
H -3.1415 -0.7315 -0.5615 0.0969
H -4.5894 -0.9623 1.2218 0.1025
H -4.5285 0.7994 1.5992 0.0931
H -3.5133 -0.1908 3.5633 0.0979
H -2.2136 0.5644 2.5964 0.1097
H -1.2372 -1.3729 1.8282 0.0909
H -1.8044 -1.9757 3.4630 0.1256
H -3.4694 -4.3510 2.7615 0.0938
H -3.9507 -2.7723 3.6176 0.0919
H -4.7675 -3.3379 2.0905 0.0950
H -5.5676 -0.2246 -3.8451 -0.0196
H -6.5576 1.3216 -2.4076 0.0312
H -6.5080 -0.5042 -0.9311 -0.0343
H -5.9166 3.1357 -3.1701 0.0689
H -5.5533 5.5139 -3.7584 0.1108
H -1.4068 5.3584 -3.1856 0.1104
H -1.5924 3.0166 -2.4505 0.1003
H -1.8868 2.1667 -5.4728 -0.0013
H -2.3209 0.0885 -6.5162 -0.0016
C -10.8127 -0.3998 3.4206 -0.1119
O -9.8325 -0.6902 4.3951 -0.2041
C -9.0826 -1.8561 4.0846 -0.1973
C -7.6782 -1.7605 4.6518 -0.1770
O -6.8121 -0.9152 3.8990 -0.1412
C -7.0499 0.4889 4.0001 -0.1726
C -6.6742 1.0712 5.3511 -0.1980
O -7.6807 0.7884 6.3128 -0.2039
C -7.1728 0.7409 7.6298 -0.1112
H -11.5634 -1.1962 3.3796 0.0883
H -11.2991 0.5343 3.6987 0.0883
H -10.3509 -0.2690 2.4354 0.0868
H -9.0262 -2.0039 2.9998 0.1269
H -9.6009 -2.7125 4.5344 0.1277
H -7.2280 -2.7553 4.5938 0.1253
H -7.6848 -1.4795 5.7055 0.1191
H -8.0756 0.7334 3.7210 0.1203
H -6.4011 0.9443 3.2467 0.1135
H -6.5860 2.1622 5.2714 0.1281
H -5.7104 0.6544 5.6688 0.1241
H -6.3912 -0.0221 7.7162 0.0866
H -7.9908 0.4674 8.2960 0.0893
H -6.7812 1.7194 7.9250 0.0878
C 7.1593 -7.7408 1.5727 -0.1142
O 7.1541 -6.7436 0.5732 -0.2036
C 6.9496 -7.2757 -0.7281 -0.1996
C 6.2494 -6.2666 -1.6199 -0.1781
O 4.8516 -6.1524 -1.3689 -0.1267
C 4.4691 -5.4884 -0.1669 -0.1729
C 4.7200 -3.9912 -0.1898 -0.1982
O 6.0926 -3.7114 0.0460 -0.2012
C 6.5008 -2.4901 -0.5383 -0.1052
H 8.0021 -8.4258 1.4296 0.0874
H 7.2597 -7.2496 2.5396 0.0878
H 6.2167 -8.2998 1.5654 0.0869
H 6.3532 -8.1944 -0.6824 0.1257
H 7.9360 -7.5117 -1.1476 0.1267
H 6.3266 -6.6245 -2.6501 0.1267
H 6.7365 -5.2913 -1.5881 0.1192
H 4.9229 -5.9622 0.7047 0.1200
H 3.3902 -5.6446 -0.0861 0.1154
H 4.1385 -3.5070 0.6060 0.1270
H 4.4064 -3.5876 -1.1611 0.1236
H 6.3316 -2.5038 -1.6206 0.0895
H 7.5702 -2.3716 -0.3628 0.0893
H 5.9655 -1.6523 -0.0816 0.0774
C 8.4340 1.2557 -0.6924 -0.1011
O 8.3193 2.6605 -0.5694 -0.2007
C 7.4850 3.2264 -1.5690 -0.1925
C 6.8032 4.4824 -1.0561 -0.1732
O 5.7062 4.2209 -0.1833 -0.1413
C 6.0306 3.7508 1.1228 -0.1797
C 6.6611 4.8061 2.0143 -0.1982
O 8.0336 4.9749 1.6918 -0.2027
C 8.5081 6.2676 2.0046 -0.1117
H 8.9265 0.9905 -1.6337 0.0919
H 9.0357 0.8921 0.1398 0.0892
H 7.4476 0.7815 -0.6396 0.0756
H 6.7238 2.5059 -1.8915 0.1185
H 8.1208 3.4803 -2.4267 0.1288
H 6.3687 4.9992 -1.9160 0.1264
H 7.5129 5.1736 -0.6002 0.1184
H 6.6374 2.8456 1.0737 0.1218
H 5.0733 3.4658 1.5689 0.1119
H 6.6008 4.4876 3.0629 0.1275
H 6.1182 5.7518 1.8940 0.1272
H 7.9332 7.0313 1.4691 0.0867
H 9.5462 6.3326 1.6792 0.0892
H 8.4583 6.4434 3.0837 0.0874
```

The total energy is -4972.990589 Eh. For the molecular weight, the calculation gives 1102.619 u. The value obtained for the LUMO energy is 0.16 eV. Its spin multiplicity is 1. As for the SMILES: CCCCN[C@@](CCC(=O)O)(COC(F)(F)F)O[C@H](Cl)[C@@](COO)(O[C@](CCCCCOC)([PH2]=N)c1ccncc1)[PH2]=S.COCCOCCOC.COCCOCCOC.COCCOCCOC. The charge is 0.

Record 3
Density functional theory data (ωB97M-V/def2-TZVPD) for an isolated molecule of C3H6N2O in a non-equilibrium geometry.

XYZ file:
```
12
Properties=species:S:1:pos:R:3:nbo_charge:R:1
C -1.0212 1.2994 -0.5151 0.0364
C -0.0805 -0.4990 0.3992 0.1166
C 0.7851 -1.6813 0.2325 -0.6773
N 0.1299 2.2258 -0.0764 -0.1803
N 1.1741 1.8349 0.3070 -0.0525
O -0.4220 0.0987 -0.7276 -0.4467
H -1.6458 1.4105 0.3111 0.1858
H -1.4872 1.8448 -1.4778 0.2118
H -0.5836 -0.4693 1.2828 0.1579
H 0.4052 -2.4964 -0.4280 0.2093
H 1.0704 -2.0684 1.1082 0.2151
H 1.6756 -1.4996 -0.4159 0.2238
```

The total energy is -302.499612 Eh. For the molecular weight, the calculation gives 86.094 u. The value obtained for the LUMO energy (alpha / beta) is 0.92 / 0.52 eV. The calculation puts the energy above the lowest of the compared OMol25 structures with the same formula, charge and spin at 508.00 kJ/mol. Its spin multiplicity is 1. The charge is 0.

Record 4
Density functional theory data (ωB97M-V/def2-TZVPD) for H5NOSSi as an isolated structure in a non-equilibrium geometry.

XYZ file:
```
9
Properties=species:S:1:pos:R:3:nbo_charge:R:1
N -0.3396 -1.2439 0.5366 -1.3680
O -0.5869 1.9048 0.4169 -1.0847
Si 0.2977 -0.0042 -0.4497 1.6431
S 2.3987 0.2582 -0.2371 -0.5072
H 0.3549 -2.0956 0.7496 0.4393
H -1.3132 -1.1602 0.8440 0.4337
H -1.3213 1.8131 0.9688 0.4486
H -0.0409 0.0860 -1.7886 -0.2250
H 2.5694 1.6162 -0.0492 0.2203
```

The total energy is -820.666329 Eh. For the molecular weight, the calculation gives 95.199 u. The value obtained for the LUMO energy is 0.23 eV. The calculation puts the energy above the lowest of the compared OMol25 structures with the same formula, charge and spin at 265.90 kJ/mol. Its spin multiplicity is 1. The charge is 0.

Record 5
Density functional theory data (ωB97M-V/def2-TZVPD) for an isolated molecule of C5H6FNO in a non-equilibrium geometry.

XYZ file:
```
14
Properties=species:S:1:pos:R:3:nbo_charge:R:1
C -1.0121 1.7316 0.3390 0.0047
N -1.5974 0.6400 0.1373 -0.4160
C -1.4209 -0.5647 -0.4560 -0.0088
C -0.4937 -1.4938 -0.2681 -0.2780
C 0.7123 -1.0374 0.4509 -0.3935
C 1.5203 -0.0876 -0.0483 0.6581
O 2.6739 0.2404 0.5532 -0.6703
F 1.5839 0.3157 -1.3054 -0.3291
H -1.3591 2.4748 1.0866 0.1715
H -0.0990 2.1936 -0.2646 0.1345
H -2.3008 -0.9272 -0.9997 0.2020
H -0.5618 -2.4780 -0.5614 0.2155
H 0.8999 -1.3337 1.4271 0.2217
H 3.0341 0.9433 -0.0922 0.4879
```

The total energy is -423.874994 Eh. For the molecular weight, the calculation gives 115.107 u. The value obtained for the LUMO energy is 0.69 eV. The calculation puts the energy above the lowest of the compared OMol25 structures with the same formula, charge and spin at 379.29 kJ/mol. Its spin multiplicity is 1. As for the SMILES: C=N/C=C\C=C(\O)F. The charge is 0.

Q: Among the records above, which one has the highest molecular weight?
A: C43H85ClF3N3O17P2S